Arrangement a

Molecular formula: C2H7N4
Method: DFT, ωB97M-V/def2-TZVPD

The charge is +1. Its LUMO energy is -4.183 eV. Its SMILES is [NH3+]N1CN=NC1. The calculation puts the frontier orbital gap at 10.0 eV.

Geometry as XYZ:
```
13
Properties=species:S:1:pos:R:3:lowdin_charge:R:1
N -1.5021 0.0660 0.2607 0.217
N -0.2521 -0.5799 -0.1391 -0.083
C 0.8064 -0.5998 0.8618 -0.213
N 1.7491 0.4170 0.5584 0.044
N 1.6201 0.7767 -0.5788 0.010
C 0.5082 0.2591 -1.2425 -0.130
H -2.1411 -0.0898 -0.5063 0.184
H -1.4017 1.0178 0.5342 0.155
H -1.8277 -0.1345 1.2195 0.194
H 1.3270 -1.6355 0.8217 0.171
H 0.4446 -0.4398 1.9280 0.145
H -0.1553 1.1852 -1.5086 0.154
H 0.8246 -0.2425 -2.2090 0.153
```

Arrangement b

Molecular formula: C2H7N4
Method: DFT, ωB97M-V/def2-TZVPD

The charge is +1. Its LUMO energy is -3.482 eV. The calculation puts the frontier orbital gap at 10.6 eV.

Geometry as XYZ:
```
13
Properties=species:S:1:pos:R:3:lowdin_charge:R:1
C 1.3043 -1.0355 -0.3561 -0.097
C -1.7885 0.8877 -0.2818 0.013
N 2.0058 -0.1344 -0.0786 0.029
N -1.8807 -0.2384 0.3142 0.047
N 0.1770 -1.6088 -0.1647 0.134
N 2.8246 0.8026 0.1983 0.128
H -2.4589 1.7200 -0.1716 0.090
H -0.8050 1.0038 -0.7937 0.085
H -2.7689 -0.3985 0.7123 0.082
H -0.6453 -0.9553 0.1253 0.004
H -0.1093 -2.5758 -0.5125 0.169
H 3.4956 0.4751 0.8774 0.146
H 2.8510 1.5034 -0.5790 0.171
```

Most stable: arrangement b (next structure +18.5 kcal/mol)